[1]
Below is a cluster of 2 separate species, C5H10O2 in total, with properties calculated with wB97M-V/def2-TZVPD.

```
! RIJCOSX wB97M-V def2-TZVPD def2/J DEFGRID3
* xyz 0 1
C 0.2325 2.2569 -1.2658
C -0.2321 1.1644 -0.3728
O 0.2248 -0.0196 -0.5802
C 0.0022 -1.0754 0.2154
C -1.2025 -1.1396 1.0799
C 0.8046 -2.2191 -0.1178
O 0.7231 -3.3027 0.4408
H -0.4668 2.4150 -2.0964
H 0.3034 3.1993 -0.7127
H 1.2159 2.0175 -1.6785
H 0.9174 0.9057 1.3914
H -1.0478 1.2922 0.3324
H 1.0230 0.1510 1.4926
H -1.2008 -2.1280 1.5455
H -1.2397 -0.3811 1.8730
H -2.1171 -1.0364 0.4764
H 1.5425 -2.0329 -0.9266
*
```

Summary:
**Gap between HOMO and LUMO (spin up / spin down)**: 7.54 / 7.91 eV
**Lowest unoccupied orbital energy (spin up / spin down)**: -0.173 / 0.088 eV
**Energy relative to the best compared isomer or geometry (same formula, charge and spin)**: 457.71 kJ/mol
**Max |F|**: 0.36 eV/A
**Molar mass**: 102.1 g/mol

[2]
Below is a structure of composition C22H44Cl2I2N5O11PS in a non-equilibrium geometry, with properties calculated with wB97M-V/def2-TZVPD.

```
! RIJCOSX wB97M-V def2-TZVPD def2/J DEFGRID3
* xyz 0 1
C -1.5810 -0.3949 0.8541
C -0.1703 -0.9196 0.7697
Cl -0.2781 -2.5805 0.0308
C 0.7810 -0.0950 -0.1182
C 1.9914 0.5171 0.5994
P 3.5575 0.2836 -0.5386
O 3.6671 -1.3463 -0.4401
I 2.7228 0.6406 -2.8261
O 2.3552 -0.1902 1.8043
S 1.7647 0.5737 3.0751
O 0.5729 0.0152 3.6180
O 2.7258 0.8074 4.0836
O 1.2683 1.9339 2.3055
C 1.9453 1.9807 1.0866
Cl 3.7202 2.3710 1.5877
C 1.6757 3.1410 0.1306
C 0.3334 3.8585 0.2428
O 0.2737 5.0105 0.5897
I -1.4938 2.8643 -0.3134
H -1.5991 0.4850 1.4883
H -2.2076 -1.1302 1.3400
H -1.9624 -0.1920 -0.1469
H 0.2025 -1.0892 1.7628
H 0.2303 0.6562 -0.6688
H 1.1643 -0.7904 -0.8461
H 3.1714 -1.7605 -1.1540
H 2.3912 3.9067 0.3619
H 1.8178 2.8460 -0.9035
C -4.1303 0.1420 -1.5059
O -3.0435 -0.3314 -1.7949
N -5.3071 -0.4186 -1.7972
C -6.5656 0.1932 -1.4210
C -5.3247 -1.6889 -2.5170
H -4.2272 1.0981 -0.9589
H -7.1258 -0.4778 -0.7677
H -7.1614 0.3978 -2.3122
H -6.3858 1.1283 -0.8945
H -4.7860 -2.4401 -1.9374
H -4.8262 -1.5727 -3.4773
H -6.3415 -2.0114 -2.6763
C 8.8273 3.0045 0.7595
O 8.0961 3.3825 -0.1325
N 8.6009 1.9249 1.5296
C 9.5116 1.5225 2.5823
C 7.3995 1.1415 1.2915
H 9.7625 3.5313 1.0177
H 9.8875 0.5158 2.3884
H 8.9974 1.5283 3.5454
H 10.3540 2.2087 2.6297
H 7.4041 0.7635 0.2688
H 6.5198 1.7721 1.4181
H 7.3558 0.3090 1.9884
C -6.2055 -4.8077 -3.9321
O -6.6677 -3.6928 -4.0921
N -6.9223 -5.9414 -3.9470
C -6.3124 -7.2424 -3.7485
C -8.3565 -5.8559 -4.1700
H -5.1296 -4.9767 -3.7565
H -6.4820 -7.8720 -4.6237
H -6.7455 -7.7288 -2.8728
H -5.2413 -7.1336 -3.5962
H -8.5562 -5.3880 -5.1340
H -8.8187 -5.2457 -3.3939
H -8.7884 -6.8525 -4.1534
C 1.9564 -3.3157 6.3149
O 2.2902 -4.4460 6.6135
N 1.7062 -2.3340 7.1975
C 1.3109 -1.0019 6.7773
C 1.8381 -2.6244 8.6138
H 1.8286 -2.9963 5.2664
H 2.0445 -0.2768 7.1356
H 0.3311 -0.7602 7.1954
H 1.2558 -0.9316 5.6998
H 2.8562 -2.9457 8.8363
H 1.1598 -3.4307 8.8951
H 1.6037 -1.7343 9.1914
C 1.0383 4.4351 -4.3404
O 1.6436 4.4711 -3.2849
N -0.0827 5.1277 -4.6018
C -0.7750 5.0319 -5.8713
C -0.6112 5.9946 -3.5614
H 1.3651 3.8042 -5.1843
H -0.8191 6.0127 -6.3486
H -1.7922 4.6676 -5.7159
H -0.2523 4.3434 -6.5311
H 0.1280 6.7509 -3.2968
H -0.8067 5.3926 -2.6801
H -1.5225 6.4777 -3.9019
*
```

Summary:
**Gap between HOMO and LUMO**: 8.64 eV
**Lowest unoccupied orbital energy**: -0.243 eV
**Max |F|**: 2.45 eV/A
**Molar mass**: 942.4 g/mol

[3]
Below is a cluster of 4 separate species, C22H35F3N4O13S2 in total in a non-equilibrium geometry, with properties calculated with wB97M-V/def2-TZVPD.

```
! RIJCOSX wB97M-V def2-TZVPD def2/J DEFGRID3
* xyz 0 1
C 0.3436 -1.2176 -4.9627
C 0.5738 -2.8579 -4.9698
C 2.1077 -3.2904 -5.4735
O 2.8369 -2.1922 -6.1273
C 3.9781 -2.7112 -6.9385
O 3.9987 -2.2923 -8.2320
C 5.1788 -3.6781 -6.3316
S 4.9673 -5.5009 -6.7253
C 4.4439 -6.2684 -5.0479
N 5.5433 -6.6554 -4.2211
N 5.1880 -7.1378 -3.0584
C 3.7705 -7.1778 -2.8546
C 3.3136 -7.7425 -1.3416
F 1.9881 -8.4540 -1.4169
F 3.0643 -6.4931 -0.5324
F 4.3456 -8.5981 -0.7116
N 2.6704 -6.8279 -3.7028
N 3.0289 -6.3461 -4.8646
O 0.1281 -3.5473 -3.7610
C 0.8374 -3.1642 -2.5471
O 1.8987 -2.3726 -2.4114
C 0.2856 -3.8613 -1.1289
S -1.5732 -4.1070 -1.1092
H 0.4246 -0.7551 -6.0464
H -0.7729 -1.0580 -4.5863
H 1.0611 -0.6598 -4.1986
H -0.1309 -3.2526 -5.8509
H 2.6873 -3.7326 -4.5552
H 1.9938 -4.1461 -6.2932
H 6.2435 -3.3382 -6.7197
H 5.1617 -3.5338 -5.1675
H 0.7660 -4.9419 -0.9930
H 0.6243 -3.2146 -0.2141
H -1.7943 -5.5068 -1.1864
C -4.8311 2.2136 0.7755
C -4.7316 1.9595 -0.7183
O -3.3659 2.0016 -1.1500
C -2.6384 0.8842 -0.9044
O -3.0425 -0.1339 -0.3654
O -1.3707 1.1040 -1.3358
C -0.4729 0.0313 -1.0592
H -4.3206 3.1443 1.0434
H -5.8769 2.2785 1.0890
H -4.3503 1.4126 1.3459
H -5.2601 2.7529 -1.2574
H -5.2022 1.0102 -0.9996
H -0.8641 -0.9221 -1.4290
H -0.2775 -0.0220 0.0164
H 0.4703 0.2373 -1.5731
C -3.7597 3.7249 6.6073
C -4.7924 4.7442 6.1595
O -4.1546 5.9165 5.6378
C -3.6922 5.8164 4.3672
O -3.7785 4.8361 3.6448
O -3.0881 6.9882 4.0456
C -2.4790 6.9886 2.7562
H -3.0479 4.1777 7.3050
H -4.2420 2.8725 7.0942
H -3.1780 3.3519 5.7584
H -5.3860 5.0628 7.0229
H -5.4897 4.3194 5.4281
H -3.1853 6.6739 1.9811
H -1.5968 6.3407 2.7616
H -2.1576 8.0098 2.5332
C 0.9752 2.1468 2.4718
C -0.0213 2.6951 3.4779
O 0.5162 2.6410 4.8051
C 1.3911 3.6263 5.1241
O 1.7453 4.5387 4.3945
O 1.8300 3.4061 6.3892
C 2.8270 4.3287 6.8230
H 1.3074 1.1454 2.7642
H 0.5309 2.0969 1.4737
H 1.8701 2.7748 2.4188
H -0.9216 2.0715 3.4738
H -0.3343 3.7144 3.2234
H 2.4994 5.3643 6.6852
H 3.7629 4.1445 6.2859
H 3.0013 4.1632 7.8898
*
```

Summary:
**Gap between HOMO and LUMO**: 7.33 eV
**Lowest unoccupied orbital energy**: -2.116 eV
**Max |F|**: 9.26 eV/A
**Molar mass**: 684.7 g/mol
**Structure (SMILES)**: C[C@@H](COC(=O)CSc1nnc(C(F)(F)F)nn1)OC(=O)CS.CCOC(=O)OC.CCOC(=O)OC.CCOC(=O)OC

[4]
Below is the molecule C2H4BrN in a non-equilibrium geometry, with properties calculated with wB97M-V/def2-TZVPD.

```
! RIJCOSX wB97M-V def2-TZVPD def2/J DEFGRID3
* xyz 0 1
C 0.9041 1.0319 0.1000
C -0.5993 -0.9110 -0.0278
N 0.6959 -0.1824 0.0940
Br -2.0888 0.1659 -0.1404
H 1.9737 1.4570 0.0468
H 0.0359 1.6800 -0.1060
H -0.4088 -1.5963 -0.8266
H -0.5127 -1.6451 0.8600
*
```

Summary:
**Gap between HOMO and LUMO**: 10.50 eV
**Lowest unoccupied orbital energy**: 0.921 eV
**Energy relative to the best compared isomer or geometry (same formula, charge and spin)**: 97.39 kJ/mol
**Max |F|**: 4.85 eV/A
**Molar mass**: 122.0 g/mol
**Structure (SMILES)**: C=NCBr

[5]
Below is the ion C3H4NS with charge +1 in a non-equilibrium geometry, with properties calculated with wB97M-V/def2-TZVPD.

```
! RIJCOSX wB97M-V def2-TZVPD def2/J DEFGRID3
* xyz 1 1
C -1.0305 1.5015 -0.7664
C -0.0189 -1.2493 0.5830
C 0.7432 -0.0201 -0.0222
N -0.1184 0.9213 -0.3807
S 0.0117 -1.7372 2.0975
H -1.7921 2.1755 -1.2916
H -0.7145 -1.5919 -0.1580
H 1.5055 0.2523 0.7267
H 1.4139 -0.2522 -0.7884
*
```

Summary:
**Gap between HOMO and LUMO**: 7.99 eV
**Lowest unoccupied orbital energy**: -5.385 eV
**Energy relative to the best compared isomer or geometry (same formula, charge and spin)**: 199.00 kJ/mol
**Max |F|**: 5.66 eV/A
**Molar mass**: 86.1 g/mol
**Structure (SMILES)**: C#[N+]CC=S

[6]
Below is a cluster of 2 separate species, C12H14NO2 in total in a non-equilibrium geometry, with properties calculated with wB97M-V/def2-TZVPD.

```
! RIJCOSX wB97M-V def2-TZVPD def2/J DEFGRID3
* xyz -2 2
C -2.2436 -1.0029 -3.8929
C -1.2852 -0.0708 -0.4331
C -1.3685 -1.0480 -1.4621
C -1.9183 -0.3772 -2.5856
C -2.1617 0.9593 -2.2324
C -0.6622 -0.3367 0.8032
C -0.2870 -1.6576 1.0495
C -0.4514 -2.6639 0.0870
C -0.8972 -2.3522 -1.1965
N -1.6691 1.1452 -0.9154
H -0.3127 0.4695 1.4291
H 0.1794 -1.8994 2.0002
H -1.5298 2.0050 -0.4192
H 0.0062 -3.6153 0.3381
H -2.1245 1.8080 -2.8978
H -0.9535 -3.1036 -1.9803
H -3.1024 -0.5292 -4.3727
H -2.5553 -2.0521 -3.7518
H -1.4034 -0.9834 -4.5905
C 2.4372 1.3703 1.9126
C 3.4189 1.0242 3.0101
C 1.3353 2.4187 2.4015
O 0.9933 2.3820 3.5967
O 0.9151 3.1343 1.4590
H 2.8453 1.7339 0.9716
H 1.8572 0.4743 1.6772
H 2.8694 0.5071 3.8002
H 3.8387 1.8807 3.5477
H 4.2300 0.3800 2.6466
*
```

Summary:
**Gap between HOMO and LUMO (spin up / spin down)**: 2.44 / 7.75 eV
**<S²>**: 0.7505
**Lowest unoccupied orbital energy (spin up / spin down)**: 5.602 / 5.585 eV
**Energy relative to the best compared isomer or geometry (same formula, charge and spin)**: 22.58 kJ/mol
**Max |F|**: 2.62 eV/A
**Molar mass**: 204.2 g/mol

[7]
Below is a structure of composition C7H14Cl3FeO2 in a non-equilibrium geometry, with properties calculated with wB97M-V/def2-TZVPD.

```
! RIJCOSX wB97M-V def2-TZVPD def2/J DEFGRID3
* xyz 1 7
Fe -2.3055 4.4073 -0.0040
Cl -1.2991 2.3929 0.9270
C -3.1886 -0.1965 3.0356
Cl -4.9196 -0.8625 2.6937
Cl -3.2641 1.1750 4.1515
H -2.5554 -0.9771 3.4571
H -2.8407 0.0836 2.0413
C 0.6334 0.4652 -3.6435
C 1.6034 1.5425 -3.1182
O 2.6133 1.8665 -3.7215
C 1.2151 2.3042 -1.7823
H 0.9250 0.3544 -4.6879
H -0.4404 0.6526 -3.6402
H 0.9516 -0.4683 -3.1792
H 1.8086 3.2148 -1.7004
H 1.5858 1.5939 -1.0433
H 0.1495 2.4946 -1.6550
C 1.0557 -3.2825 1.6178
C 0.4107 -1.9642 1.3901
O -0.8015 -1.8223 1.6152
C 1.1438 -0.8064 0.7348
H 1.8252 -3.2034 2.3858
H 1.5464 -3.6535 0.7180
H 0.2462 -3.9524 1.9078
H 2.0389 -0.3658 1.1738
H 0.4594 0.0349 0.6263
H 1.4030 -1.0277 -0.3005
*
```

Summary:
**Gap between HOMO and LUMO (spin up / spin down)**: 4.96 / 2.62 eV
**<S²>**: 12.0108
**Lowest unoccupied orbital energy (spin up / spin down)**: -5.800 / -9.420 eV
**Max |F|**: 2.12 eV/A
**Molar mass**: 292.4 g/mol